Run w
ORCA calculation (wB97M-V/def2-TZVPD) on one molecule with the formula C4H7FN2.

```
! wB97M-V def2-TZVPD RIJCOSX def2/J DEFGRID3
* xyz 0 1
H -3.889 -0.476 -0.075
N -2.876 -0.621 -0.064
C -1.876 0.194 0.134
N -0.555 -0.166 -0.008
C 0.558 0.485 -0.066
C 0.754 1.914 -0.170
C 1.964 -0.124 0.173
F 1.707 -1.584 -0.074
H -2.088 1.173 0.615
H -0.674 -1.102 -0.299
H 1.628 2.376 -0.229
H -0.029 2.767 0.135
H 2.584 0.005 1.333
H 2.725 0.218 -0.734
*
```

Its LUMO energy is 0.56 eV. The calculation puts the orbital gap at 8.86 eV. The structure (SMILES) is [H]/N=C/NC(=C)CF. The HOMO energy comes out at -0.3053 Ha.


Run x
ORCA calculation (wB97M-V/def2-TZVPD) on one molecule with the formula C4H7FN2.

```
! wB97M-V def2-TZVPD RIJCOSX def2/J DEFGRID3
* xyz 0 1
C -1.856 1.203 -0.124
C -1.782 -0.145 -0.001
F -3.063 -0.700 0.223
C -0.890 -1.191 -0.213
N 0.379 -1.133 -0.118
N 1.064 0.137 -0.127
C 2.386 -0.118 0.177
H -2.949 1.512 0.163
H -1.061 1.959 -0.624
H -1.351 -2.060 -0.556
H 0.704 0.719 0.643
H 2.623 0.954 0.662
H 3.052 0.119 -0.861
H 2.744 -1.254 0.757
*
```

Its LUMO energy is 0.06 eV. The calculation puts the orbital gap at 9.19 eV. The structure (SMILES) is C=C(F)/C=N\NC. The HOMO energy comes out at -0.3354 Ha.


Stability comparison, relative energies in eV: run w 0.000; run x 0.795